# 1
DFT (ωB97M-V/def2-TZVPD) results for a structure of composition C44H112ClN8O19V.

Calculated values
- HOMO-LUMO gap (alpha / beta) (Eh) = 0.231 / 0.252
- E_HOMO (alpha / beta) (eV) = -9.88 / -9.88
- <S²> = 0.7724
- charge = +1
- 2S+1 = 2

Last column: Löwdin charge in e.
Positions of all 185 atoms, in Å:
1 O 3.31 -1.74 1.79  -0.17
2 V 2.32 -2.54 0.94  1.06
3 Cl 0.03 0.28 -0.26  0.67
4 O -1.26 -0.21 0.06  -0.32
5 O 1.01 -0.63 0.35  -0.40
6 O 0.26 0.35 -1.67  -0.31
7 O 0.28 1.56 0.37  -0.31
8 C -3.73 -2.91 -0.01  -0.10
9 O -3.13 -4.14 -0.36  -0.22
10 C -4.10 -5.13 -0.67  -0.21
11 C -3.49 -6.40 -1.28  -0.22
12 N -4.44 -7.49 -1.35  -0.06
13 C -3.75 -8.76 -1.56  -0.22
14 C -4.75 -9.80 -2.04  -0.24
15 O -5.55 -9.31 -3.09  -0.21
16 C -6.44 -10.30 -3.62  -0.08
17 H -2.98 -2.16 0.22  0.06
18 H -4.38 -3.04 0.87  0.10
19 H -4.47 -2.54 -0.73  0.08
20 H -4.88 -4.77 -1.35  0.13
21 H -4.65 -5.33 0.26  0.13
22 H -2.66 -6.71 -0.64  0.11
23 H -3.00 -6.17 -2.24  0.12
24 H -4.96 -7.40 -2.22  0.11
25 H -3.22 -9.08 -0.66  0.12
26 H -2.97 -8.64 -2.33  0.12
27 H -5.35 -10.16 -1.20  0.13
28 H -4.15 -10.65 -2.42  0.12
29 H -5.82 -11.09 -4.06  0.09
30 H -7.01 -9.78 -4.39  0.09
31 H -7.13 -10.65 -2.86  0.09
32 C 2.55 -4.41 4.20  -0.03
33 O 2.69 -4.32 2.77  -0.27
34 C 3.53 -5.38 2.32  -0.19
35 C 3.51 -5.34 0.79  -0.15
36 N 3.93 -4.00 0.30  -0.07
37 C 3.92 -3.99 -1.19  -0.15
38 C 4.27 -2.59 -1.63  -0.16
39 O 3.51 -1.64 -0.88  -0.25
40 C 3.69 -0.35 -1.42  -0.07
41 H 2.07 -3.51 4.59  0.09
42 H 3.51 -4.52 4.71  0.10
43 H 1.95 -5.31 4.34  0.10
44 H 3.17 -6.36 2.66  0.14
45 H 4.51 -5.30 2.80  0.14
46 H 2.54 -5.66 0.44  0.11
47 H 4.25 -6.06 0.41  0.14
48 H 4.91 -3.96 0.56  0.15
49 H 2.92 -4.26 -1.53  0.09
50 H 4.65 -4.70 -1.56  0.14
51 H 4.10 -2.51 -2.71  0.13
52 H 5.34 -2.44 -1.45  0.14
53 H 4.71 0.04 -1.32  0.12
54 H 3.11 0.38 -0.85  0.07
55 H 3.31 -0.26 -2.44  0.11
56 C 0.24 -1.78 3.32  -0.02
57 O 0.64 -2.69 2.27  -0.30
58 C -0.46 -3.49 1.83  -0.15
59 C 0.09 -4.45 0.81  -0.16
60 N 0.84 -3.81 -0.31  -0.07
61 C -0.13 -3.17 -1.23  -0.14
62 C 0.52 -2.70 -2.51  -0.18
63 O 1.16 -3.85 -3.08  -0.22
64 C 1.85 -3.57 -4.28  -0.09
65 H 1.08 -1.16 3.63  0.11
66 H -0.28 -2.27 4.14  0.11
67 H -0.46 -1.06 2.87  0.09
68 H -1.32 -2.94 1.43  0.12
69 H -0.89 -4.06 2.67  0.15
70 H -0.70 -5.08 0.38  0.13
71 H 0.68 -5.22 1.31  0.11
72 H 1.21 -4.64 -0.75  0.10
73 H -0.60 -2.33 -0.71  0.09
74 H -0.97 -3.82 -1.46  0.12
75 H 1.26 -1.90 -2.42  0.10
76 H -0.25 -2.41 -3.23  0.14
77 H 1.13 -3.51 -5.10  0.10
78 H 2.51 -4.42 -4.45  0.09
79 H 2.42 -2.64 -4.25  0.08
80 C 2.15 5.40 -2.56  -0.09
81 O 3.00 4.27 -2.56  -0.18
82 C 2.31 3.03 -2.46  -0.21
83 C 1.66 2.62 -3.78  -0.21
84 N 2.68 2.62 -4.83  -0.05
85 C 2.14 2.47 -6.19  -0.18
86 C 1.59 3.80 -6.73  -0.22
87 O 2.46 4.86 -6.36  -0.19
88 C 1.79 6.10 -6.47  -0.11
89 H 2.85 6.21 -2.77  0.10
90 H 1.69 5.62 -1.59  0.08
91 H 1.42 5.37 -3.37  0.08
92 H 1.48 3.11 -1.74  0.11
93 H 2.93 2.27 -2.00  0.09
94 H 0.90 3.38 -3.97  0.11
95 H 1.18 1.65 -3.64  0.09
96 H 3.13 3.52 -4.75  0.09
97 H 1.36 1.71 -6.11  0.11
98 H 2.97 2.17 -6.83  0.11
99 H 0.61 3.92 -6.27  0.11
100 H 1.44 3.77 -7.81  0.12
101 H 2.48 6.83 -6.04  0.09
102 H 0.87 6.07 -5.88  0.08
103 H 1.52 6.42 -7.47  0.09
104 C -1.04 5.51 0.84  -0.11
105 O 0.07 5.93 1.57  -0.18
106 C 0.95 4.99 2.13  -0.22
107 C 1.14 5.26 3.62  -0.20
108 N 2.33 4.57 4.15  -0.07
109 C 2.29 4.60 5.62  -0.19
110 C 3.53 3.96 6.24  -0.23
111 O 4.58 4.90 6.12  -0.20
112 C 5.81 4.53 6.70  -0.11
113 H -1.55 4.65 1.30  0.07
114 H -0.75 5.17 -0.15  0.07
115 H -1.81 6.28 0.71  0.09
116 H 1.89 5.21 1.63  0.12
117 H 0.62 3.96 2.03  0.11
118 H 0.23 4.99 4.17  0.12
119 H 1.26 6.35 3.68  0.13
120 H 3.09 5.18 3.85  0.12
121 H 1.51 3.87 5.87  0.12
122 H 2.08 5.58 6.04  0.13
123 H 3.84 3.01 5.78  0.11
124 H 3.38 3.74 7.30  0.12
125 H 5.69 4.27 7.76  0.09
126 H 6.59 5.30 6.69  0.09
127 H 6.18 3.65 6.18  0.08
128 C -7.39 0.96 -2.73  -0.10
129 O -6.16 0.28 -2.54  -0.19
130 C -5.69 0.16 -1.22  -0.25
131 C -5.51 1.50 -0.54  -0.20
132 N -4.59 2.41 -1.24  -0.03
133 C -3.20 1.94 -1.19  -0.21
134 C -2.27 2.85 -1.97  -0.20
135 O -2.49 2.79 -3.38  -0.16
136 C -1.85 1.69 -3.97  -0.12
137 H -7.77 0.71 -3.72  0.09
138 H -7.26 2.04 -2.71  0.09
139 H -8.08 0.64 -1.94  0.09
140 H -4.76 -0.43 -1.24  0.09
141 H -6.34 -0.49 -0.62  0.12
142 H -5.14 1.41 0.49  0.11
143 H -6.50 1.95 -0.53  0.11
144 H -4.85 2.36 -2.23  0.10
145 H -3.13 0.93 -1.60  0.10
146 H -2.91 1.89 -0.14  0.09
147 H -1.24 2.59 -1.73  0.09
148 H -2.46 3.89 -1.70  0.12
149 H -0.84 1.46 -3.61  0.04
150 H -1.78 1.78 -5.05  0.09
151 H -2.35 0.74 -3.74  0.09
152 C -6.30 3.39 3.10  -0.06
153 C -4.98 3.96 3.59  -0.44
154 C -3.84 3.14 3.05  -0.21
155 O -3.73 1.89 3.72  -0.17
156 C -2.83 1.00 3.09  -0.10
157 N -4.92 5.35 3.15  0.04
158 H -6.22 2.31 3.21  0.08
159 H -6.40 3.60 2.03  0.08
160 H -7.18 3.80 3.60  0.08
161 H -5.06 3.92 4.68  0.14
162 H -2.89 3.69 2.99  0.11
163 H -4.01 2.93 1.98  0.11
164 H -2.85 1.10 2.01  0.06
165 H -3.07 -0.02 3.38  0.08
166 H -1.82 1.18 3.48  0.09
167 H -5.79 5.86 3.14  0.07
168 H -4.25 5.92 3.64  0.07
169 C 4.10 2.80 0.87  -0.04
170 C 4.15 1.81 2.03  -0.41
171 C 5.36 2.03 2.95  -0.21
172 O 6.50 1.57 2.25  -0.19
173 C 7.74 1.86 2.88  -0.10
174 N 2.89 1.91 2.80  0.04
175 H 3.32 2.53 0.15  0.05
176 H 5.02 2.77 0.29  0.08
177 H 3.95 3.84 1.18  0.08
178 H 4.09 0.76 1.72  0.11
179 H 5.25 1.47 3.88  0.12
180 H 5.38 3.10 3.16  0.13
181 H 7.83 2.95 2.92  0.09
182 H 8.53 1.47 2.23  0.08
183 H 7.87 1.45 3.88  0.08
184 H 2.91 2.79 3.33  0.02
185 H 2.09 1.96 2.19  0.04

# 2
DFT (ωB97M-V/def2-TZVPD) results for a structure of composition C44H113BMn2O23.

Calculated values
- HOMO-LUMO gap (alpha / beta) (Eh) = 0.264 / 0.269
- E_HOMO (alpha / beta) (eV) = -6.77 / -6.90
- <S²> = 30.0066
- 2S+1 = 11

Last column: Löwdin charge in e.
Positions of all 183 atoms, in Å:
1 Mn -19.00 -5.50 -26.70  0.89
2 Mn -21.54 -6.45 -24.77  0.87
3 C -19.94 -2.36 -25.24  -0.06
4 C -20.98 -3.44 -24.91  -0.40
5 O -20.76 -4.59 -25.64  -0.36
6 H -19.91 -1.98 -26.26  0.07
7 H -18.91 -2.62 -24.98  0.07
8 H -20.20 -1.46 -24.69  0.06
9 H -22.01 -3.12 -24.98  0.10
10 H -21.03 -3.62 -23.83  0.08
11 O -19.83 -7.41 -25.60  -0.37
12 C -18.68 -8.21 -25.64  -0.31
13 C -17.68 -8.12 -26.89  -0.33
14 O -17.62 -6.91 -27.67  -0.37
15 H -18.86 -9.26 -25.43  0.09
16 H -18.07 -7.83 -24.82  0.07
17 H -17.80 -8.86 -27.69  0.08
18 H -16.67 -8.39 -26.58  0.07
19 B -22.11 -6.05 -22.78  -0.40
20 H -22.45 -7.07 -22.92  -0.02
21 H -21.06 -6.00 -23.01  -0.04
22 H -22.58 -5.47 -23.56  -0.05
23 H -22.33 -5.51 -21.88  -0.02
24 C -21.27 -4.01 -17.85  -0.11
25 O -21.55 -5.39 -17.73  -0.17
26 C -21.80 -6.10 -18.91  -0.18
27 C -21.88 -7.64 -18.54  -0.15
28 O -22.97 -7.93 -17.68  -0.20
29 C -23.06 -9.16 -17.04  -0.11
30 H -22.00 -3.42 -17.29  0.08
31 H -21.22 -3.57 -18.85  0.07
32 H -20.30 -3.79 -17.39  0.08
33 H -20.96 -5.91 -19.58  0.11
34 H -22.71 -5.86 -19.45  0.10
35 H -20.93 -7.87 -18.06  0.12
36 H -22.01 -8.20 -19.47  0.11
37 H -24.02 -9.27 -16.53  0.10
38 H -22.12 -9.45 -16.59  0.10
39 H -23.20 -9.80 -17.91  0.06
40 C -24.15 -5.00 -26.27  -0.11
41 O -23.58 -6.20 -25.93  -0.24
42 C -24.60 -7.15 -25.57  -0.14
43 C -24.01 -8.55 -25.71  -0.16
44 O -22.85 -8.59 -24.84  -0.24
45 C -22.48 -9.93 -24.52  -0.06
46 H -23.41 -4.36 -26.74  0.09
47 H -24.66 -4.48 -25.45  0.10
48 H -24.95 -5.09 -27.01  0.10
49 H -25.51 -7.12 -26.16  0.13
50 H -24.88 -7.05 -24.52  0.13
51 H -23.72 -8.85 -26.72  0.13
52 H -24.70 -9.37 -25.56  0.13
53 H -21.77 -9.86 -23.70  0.09
54 H -22.02 -10.39 -25.41  0.10
55 H -23.28 -10.55 -24.12  0.09
56 C -26.00 -5.38 -19.49  -0.08
57 O -25.51 -4.15 -20.05  -0.21
58 C -24.94 -3.25 -19.13  -0.19
59 C -24.45 -2.07 -19.95  -0.20
60 O -23.67 -1.33 -19.03  -0.22
61 C -22.95 -0.21 -19.68  -0.06
62 H -25.13 -5.95 -19.15  0.08
63 H -26.53 -6.08 -20.13  0.06
64 H -26.73 -5.20 -18.71  0.09
65 H -24.12 -3.79 -18.65  0.11
66 H -25.60 -2.87 -18.35  0.13
67 H -25.28 -1.42 -20.22  0.13
68 H -23.79 -2.39 -20.75  0.13
69 H -22.21 -0.63 -20.36  0.07
70 H -22.27 0.28 -19.00  0.08
71 H -23.70 0.42 -20.17  0.09
72 C -26.52 -4.97 -22.92  -0.11
73 O -27.34 -4.98 -24.05  -0.21
74 C -28.55 -5.77 -24.14  -0.17
75 C -29.46 -5.29 -25.24  -0.23
76 O -30.01 -3.99 -25.15  -0.16
77 C -29.09 -2.96 -25.43  -0.11
78 H -26.09 -5.94 -22.66  0.07
79 H -27.20 -4.69 -22.11  0.09
80 H -25.73 -4.22 -22.97  0.09
81 H -29.19 -5.78 -23.26  0.13
82 H -28.32 -6.75 -24.54  0.11
83 H -30.33 -5.94 -25.24  0.13
84 H -29.04 -5.55 -26.21  0.12
85 H -29.67 -2.04 -25.48  0.09
86 H -28.41 -3.16 -26.26  0.09
87 H -28.44 -2.83 -24.57  0.08
88 C -16.27 0.73 -20.67  -0.09
89 O -17.34 1.37 -21.42  -0.21
90 C -17.96 0.57 -22.45  -0.14
91 C -18.94 -0.53 -21.80  -0.15
92 O -18.23 -1.61 -21.15  -0.19
93 C -18.89 -2.86 -21.11  -0.09
94 H -16.53 -0.10 -20.02  0.07
95 H -15.73 1.44 -20.05  0.08
96 H -15.62 0.28 -21.43  0.07
97 H -17.18 0.00 -22.96  0.09
98 H -18.32 1.35 -23.12  0.12
99 H -19.72 -0.87 -22.48  0.10
100 H -19.48 0.02 -21.03  0.11
101 H -19.64 -3.00 -20.34  0.07
102 H -18.11 -3.61 -20.96  0.08
103 H -19.34 -3.20 -22.04  0.07
104 C -20.10 -10.50 -20.28  -0.12
105 O -20.84 -11.12 -19.28  -0.19
106 C -21.95 -11.81 -19.76  -0.23
107 C -22.17 -13.06 -18.89  -0.17
108 O -23.57 -13.32 -18.77  -0.18
109 C -23.90 -14.68 -18.42  -0.11
110 H -19.66 -11.16 -21.03  0.09
111 H -19.30 -9.97 -19.78  0.09
112 H -20.78 -9.85 -20.82  0.08
113 H -21.91 -12.18 -20.78  0.12
114 H -22.72 -11.04 -19.83  0.10
115 H -21.82 -13.00 -17.86  0.13
116 H -21.62 -13.70 -19.57  0.12
117 H -24.95 -14.91 -18.29  0.08
118 H -23.45 -15.06 -17.50  0.08
119 H -23.58 -15.42 -19.16  0.08
120 C -14.62 -2.05 -24.49  -0.10
121 O -15.36 -3.07 -25.14  -0.20
122 C -15.16 -4.34 -24.58  -0.19
123 C -16.13 -5.41 -25.27  -0.10
124 O -17.55 -5.05 -25.14  -0.25
125 C -17.85 -5.06 -23.77  -0.09
126 H -14.53 -1.17 -25.12  0.09
127 H -13.58 -2.33 -24.30  0.09
128 H -15.14 -1.65 -23.62  0.08
129 H -15.29 -4.27 -23.50  0.11
130 H -14.12 -4.61 -24.78  0.12
131 H -15.91 -6.34 -24.75  0.11
132 H -15.78 -5.60 -26.29  0.12
133 H -18.91 -4.96 -23.54  0.08
134 H -17.40 -4.14 -23.38  0.09
135 H -17.42 -5.95 -23.31  0.09
136 C -21.23 -6.77 -28.31  -0.06
137 O -20.30 -5.72 -28.24  -0.28
138 C -20.74 -4.52 -28.85  -0.13
139 C -19.36 -3.80 -29.00  -0.11
140 O -18.52 -3.87 -27.81  -0.28
141 C -17.29 -3.23 -28.01  -0.07
142 H -21.69 -6.88 -29.29  0.10
143 H -22.02 -6.71 -27.56  0.07
144 H -20.78 -7.74 -28.12  0.10
145 H -21.43 -4.01 -28.18  0.12
146 H -21.24 -4.72 -29.80  0.13
147 H -19.58 -2.73 -29.08  0.13
148 H -18.85 -4.13 -29.91  0.14
149 H -17.30 -2.21 -28.37  0.10
150 H -16.63 -3.86 -28.60  0.11
151 H -16.89 -3.30 -27.00  0.08
152 C -25.62 -10.47 -20.92  -0.07
153 O -26.25 -10.13 -22.20  -0.20
154 C -27.20 -9.10 -22.06  -0.21
155 C -28.24 -9.20 -20.90  -0.18
156 O -28.86 -7.93 -20.78  -0.19
157 C -30.07 -7.95 -20.06  -0.12
158 H -26.24 -11.22 -20.44  0.09
159 H -25.43 -9.60 -20.28  0.09
160 H -24.71 -10.93 -21.32  0.08
161 H -27.48 -8.89 -23.09  0.12
162 H -26.60 -8.19 -21.97  0.10
163 H -27.82 -9.45 -19.93  0.12
164 H -28.97 -9.98 -21.15  0.12
165 H -30.04 -8.46 -19.10  0.08
166 H -30.81 -8.56 -20.59  0.08
167 H -30.58 -7.00 -19.92  0.09
168 C -17.16 -6.65 -20.41  -0.09
169 O -17.08 -7.86 -21.20  -0.17
170 C -15.74 -8.11 -21.45  -0.24
171 C -15.64 -9.57 -21.99  -0.21
172 O -14.29 -9.86 -22.00  -0.18
173 C -13.96 -10.82 -22.96  -0.13
174 H -16.89 -6.78 -19.36  0.09
175 H -18.22 -6.38 -20.39  0.08
176 H -16.56 -5.83 -20.79  0.08
177 H -15.06 -8.13 -20.59  0.13
178 H -15.26 -7.43 -22.15  0.12
179 H -16.12 -9.63 -22.96  0.13
180 H -16.01 -10.23 -21.20  0.13
181 H -14.15 -10.50 -23.98  0.08
182 H -14.58 -11.72 -23.07  0.08
183 H -12.95 -11.19 -22.79  0.09

Q: Which of these has the lowest 2S+1?
A: C44H112ClN8O19V